[1]
This record from the Open Molecules 2025 dataset describes a single C5H10N2O molecule at a distorted geometry. The level of theory is ωB97M-V/def2-TZVPD.

ΔE to the lowest compared entry with this formula, charge and spin: 144.7 kcal per mole
HOMO: -6.553 eV
HOMO-LUMO gap: 7.3 eV
charge: 0

```
18
Properties=species:S:1:pos:R:3:forces:R:3:lowdin_charge:R:1
C -1.2653 -0.9109 0.8280 0.08 0.00 0.44 -0.0181
C 2.2794 -0.2349 -0.1636 0.04 0.23 0.01 -0.0946
C -0.1112 -0.7646 -0.1183 -1.50 0.88 -0.29 -0.4927
C -1.1740 0.3801 0.0791 -1.54 -1.15 -1.87 -0.3339
N 0.3590 1.2533 0.5506 2.35 -1.71 1.54 0.1242
C -2.1246 1.1878 -0.4788 0.49 -0.70 0.02 -0.0381
O 0.0395 -1.4735 -1.2942 0.29 -0.08 0.46 0.0530
N 1.0254 -0.1857 0.5725 -0.40 2.64 -0.20 -0.0693
H 0.1819 -2.4054 -1.0851 -0.09 0.00 -0.04 0.1107
H 0.4257 1.7270 1.4550 0.37 -0.05 -0.21 0.1214
H 0.7014 1.8229 -0.2267 -0.03 -0.12 0.14 0.1226
H -1.0799 -0.9412 1.8979 0.18 -0.14 -0.07 0.1071
H -2.0515 -1.5737 0.4889 -0.17 0.16 -0.01 0.1159
H 2.2108 0.1286 -1.1981 -0.04 -0.07 0.09 0.0872
H 2.6034 -1.2766 -0.1761 0.01 0.06 -0.07 0.0881
H 3.0267 0.3447 0.3791 -0.04 -0.05 -0.03 0.0794
H -1.8847 1.8244 -1.3190 -0.04 0.00 -0.14 0.0150
H -3.1620 1.0977 -0.1915 0.05 0.13 0.23 0.0221
```
Positions in Å, forces in eV/Å.



[2]
This record from the Open Molecules 2025 dataset describes a single C5H8O2 molecule at a distorted geometry. The level of theory is ωB97M-V/def2-TZVPD.

ΔE to the lowest compared entry with this formula, charge and spin: 27.0 kcal per mole
HOMO: -10.091 eV
HOMO-LUMO gap: 10.9 eV
charge: 0

```
15
Properties=species:S:1:pos:R:3:forces:R:3:lowdin_charge:R:1
O -0.0114 -2.1619 -1.9700 -0.20 0.12 -0.01 0.0577
C -0.7018 -1.5312 -1.2115 -0.01 0.09 0.22 -0.2953
C -0.4491 -1.4740 0.2748 0.37 0.53 -0.03 -0.1541
C -0.2786 -0.0173 0.7884 -1.26 0.05 -1.09 -0.1864
C 0.4511 0.8963 -0.2047 1.04 -0.90 -0.17 -0.1720
C 1.0055 2.1551 0.4182 -0.10 -0.49 -0.01 -0.2632
O 0.3999 2.8229 1.2110 0.03 0.15 0.00 0.0639
H -1.5490 -0.9186 -1.5840 -0.04 -0.09 -0.08 0.1298
H -1.3167 -1.8470 0.8194 0.07 -0.49 -0.09 0.1164
H 0.4332 -2.0914 0.4210 0.02 -0.09 0.35 0.1162
H -1.3039 0.3532 0.8438 0.04 0.25 0.40 0.1123
H 0.1226 0.0071 1.7947 0.25 0.01 0.02 0.1159
H 1.2800 0.3249 -0.6519 0.17 0.23 0.28 0.1176
H -0.1385 1.1113 -1.0992 -0.37 0.32 0.25 0.1213
H 2.0565 2.3705 0.1500 -0.02 0.33 -0.03 0.1199
```
Positions in Å, forces in eV/Å.



[3]
This record from the Open Molecules 2025 dataset describes a molecular structure, C7H15BrIO2S. The level of theory is ωB97M-V/def2-TZVPD.

HOMO: -12.671 eV
HOMO-LUMO gap: 7.2 eV
charge: +1

```
27
Properties=species:S:1:pos:R:3:forces:R:3:lowdin_charge:R:1
C -1.4948 -3.7939 3.7967 -0.01 0.07 0.03 -0.0858
C -0.2812 -3.7529 2.8632 -0.02 0.01 0.03 -0.3724
C 0.5533 -2.4983 3.1132 -0.20 -0.08 0.01 -1.0688
I 1.8844 -2.6741 4.7601 0.03 -0.04 0.03 0.9959
S 1.6173 -2.2029 1.6600 0.22 -0.17 0.13 0.5858
Br 0.5504 -0.7650 0.4689 -0.19 0.03 -0.09 0.5472
H -2.3685 -3.3449 3.3270 0.01 0.01 0.01 0.0884
H -1.3043 -3.2496 4.7231 0.04 -0.06 0.05 0.0691
H -1.7351 -4.8189 4.0687 -0.05 0.01 -0.06 0.0883
H 0.3464 -4.6320 3.0075 0.06 0.02 -0.07 0.1028
H -0.6072 -3.7572 1.8178 -0.05 -0.01 0.03 0.1080
H -0.0609 -1.6125 3.2629 0.09 0.07 -0.04 0.0556
H 2.5170 -1.3731 2.2224 -0.05 0.13 0.00 -0.0540
O -2.0309 1.6489 -1.3148 0.06 -0.07 -0.03 0.0947
C -1.1160 2.2439 -1.8227 -0.02 -0.11 0.01 -0.5373
O -1.2723 2.7920 -3.0300 -0.06 0.06 0.10 0.0163
C -0.2701 3.6202 -3.6467 0.04 0.03 -0.03 -0.2192
C 0.7684 2.8025 -4.3816 -0.03 -0.05 0.02 -0.0601
C 0.2275 2.2831 -1.1234 -0.03 0.16 0.04 -0.0272
H 0.1740 4.2888 -2.9087 -0.01 -0.02 0.02 0.1144
H -0.8342 4.2377 -4.3419 0.00 -0.01 0.00 0.1277
H 1.3398 2.1673 -3.7036 0.01 0.02 0.00 0.0667
H 1.4666 3.4649 -4.8933 0.00 0.00 -0.01 0.0864
H 0.2889 2.1659 -5.1244 0.01 0.01 -0.01 0.0871
H 0.7164 1.3362 -1.3579 0.14 0.06 -0.05 0.0347
H 0.0241 2.3306 -0.0557 0.03 -0.04 0.01 0.0791
H 0.9009 3.0931 -1.3869 -0.02 -0.02 -0.11 0.0767
```
Positions in Å, forces in eV/Å.



[4]
This record from the Open Molecules 2025 dataset describes a single C3H5BrO2 molecule at a distorted geometry. The level of theory is ωB97M-V/def2-TZVPD.

ΔE to the lowest compared entry with this formula, charge and spin: 25.2 kcal per mole
HOMO: -10.063 eV
HOMO-LUMO gap: 10.0 eV
charge: 0

```
11
Properties=species:S:1:pos:R:3:forces:R:3:lowdin_charge:R:1
C 0.5760 0.3822 1.1978 0.80 2.00 2.73 -0.1251
C -0.1635 0.2873 -0.0755 -1.32 -3.20 -2.07 -0.8277
O 0.0661 1.2065 -0.9628 1.18 1.76 -3.07 -0.0418
Br -2.2575 0.3260 0.4295 0.93 -0.23 -0.20 0.5176
C -0.1478 -1.1500 -0.9520 -1.66 -0.02 2.09 -0.2197
O -0.2770 -1.2141 -2.1444 0.80 0.97 0.88 0.0587
H 0.5686 1.5500 1.6191 0.08 -3.12 -1.35 0.1597
H 1.6369 0.0309 1.0886 -0.82 0.56 -0.14 0.0952
H 0.1367 -0.2222 2.0337 0.20 0.47 -1.01 0.0764
H 0.1363 0.8570 -1.9413 -0.64 0.39 2.58 0.1763
H -0.2748 -2.0537 -0.2927 0.44 0.42 -0.44 0.1303
```
Positions in Å, forces in eV/Å.



[5]
This record from the Open Molecules 2025 dataset describes a molecular structure, C41H39N7O2S3V at a distorted geometry. The level of theory is ωB97M-V/def2-TZVPD.

ΔE to the lowest compared entry with this formula, charge and spin: 31.1 kcal per mole
HOMO (alpha / beta): -9.209 / -9.222 eV
<S²>: 2.0217
HOMO-LUMO gap (alpha / beta): 5.8 / 5.7 eV
charge: +1
multiplicity: 3

```
93
Properties=species:S:1:pos:R:3:forces:R:3:lowdin_charge:R:1
V -0.6230 -1.5147 0.7473 0.19 0.95 -0.07 0.6900
C 1.9886 -1.2874 -1.2847 0.01 0.04 0.01 -0.0345
C 1.7377 -0.2252 -0.2421 0.22 -0.40 -0.20 -0.2650
N 1.1138 -0.6237 0.8780 0.47 0.13 -0.05 -0.1477
N 1.5348 0.0282 2.0325 -0.17 0.05 0.00 -0.0302
C 0.8281 -0.2108 3.0714 -0.03 0.07 0.08 -1.0662
S -0.6067 -1.2217 3.1055 0.18 -0.04 0.17 0.6317
S 1.2533 0.4705 4.6293 -0.04 -0.02 0.00 0.9286
C 2.5977 1.6326 4.2207 -0.01 -0.11 0.07 -0.3934
C 2.1554 3.0674 4.2236 0.01 0.12 0.02 -0.2880
C 2.6909 3.9643 5.1384 -0.01 -0.02 0.02 -0.0461
C 2.2967 5.2960 5.1370 -0.02 0.00 0.00 -0.0829
C 1.3627 5.7406 4.2158 0.01 0.01 -0.01 -0.0910
C 0.8277 4.8476 3.2947 0.02 0.00 0.07 -0.0840
C 1.2170 3.5195 3.2991 0.07 -0.10 0.07 -0.0521
C 2.2234 1.0686 -0.4436 0.12 0.25 0.00 -0.1094
C 3.3134 1.3063 -1.3424 -0.05 -0.02 0.04 -0.0445
C 3.8162 2.5488 -1.5414 -0.05 0.10 0.06 -0.0925
C 3.2265 3.6562 -0.8599 0.10 -0.09 -0.11 -0.0674
C 2.1537 3.4969 -0.0505 -0.14 -0.08 0.09 -0.0013
C 1.5457 2.2016 0.1653 0.13 0.09 -0.19 -0.3508
O 0.4535 2.0992 0.7692 -0.07 0.04 -0.41 -0.1454
H 3.0276 -1.6197 -1.1887 0.00 0.01 -0.01 0.1040
H 1.3572 -2.1609 -1.1450 0.00 0.01 0.02 0.0549
H 1.8447 -0.9139 -2.2966 -0.01 0.03 0.02 0.0579
H 3.3699 1.4665 4.9710 0.01 0.00 -0.01 0.0749
H 2.9834 1.3251 3.2508 0.01 0.00 -0.03 0.0759
H 3.4230 3.6212 5.8594 0.02 0.00 0.02 0.1102
H 2.7198 5.9832 5.8567 0.01 0.02 0.02 0.1026
H 1.0564 6.7777 4.2110 -0.01 0.04 0.00 0.1001
H 0.1062 5.1946 2.5658 -0.04 0.01 -0.05 0.0977
H 0.8206 2.8283 2.5633 -0.03 0.13 0.18 0.0745
H 3.7955 0.4663 -1.8257 -0.04 -0.05 -0.01 0.1061
H 4.6718 2.6990 -2.1835 0.02 0.02 -0.02 0.0982
H 3.6450 4.6448 -1.0024 0.02 0.02 0.00 0.1072
H 1.6936 4.3349 0.4567 0.02 0.02 -0.01 0.1049
C -4.4576 -3.3976 1.2616 0.01 -0.02 0.00 -0.0122
C -4.1449 -4.7403 1.4053 0.00 0.06 0.00 -0.0163
C -2.8182 -5.1292 1.3620 0.03 0.02 -0.02 0.0218
C -1.8367 -4.1658 1.1810 0.02 0.02 0.00 -0.1954
N -2.1435 -2.8627 1.0605 -0.71 -0.82 0.03 -0.0251
C -3.4275 -2.4941 1.0914 -0.06 0.07 -0.02 -0.0829
C -0.3881 -4.4593 1.1330 0.02 0.03 0.05 -0.1874
C 0.1278 -5.7343 1.2885 0.04 0.05 0.03 0.0171
C 1.5021 -5.9019 1.3433 -0.04 0.04 -0.01 -0.0190
C 2.3082 -4.7824 1.2633 0.00 0.02 0.01 -0.0099
C 1.7190 -3.5428 1.0843 0.06 0.07 -0.02 -0.0815
N 0.3988 -3.3733 0.9856 -0.08 -0.78 -0.03 0.0213
H -5.4799 -3.0505 1.2809 -0.01 0.01 0.01 0.1198
H -4.9236 -5.4760 1.5495 -0.02 -0.01 0.00 0.1232
H -2.5524 -6.1689 1.4722 -0.01 -0.02 0.00 0.1152
H -3.6113 -1.4360 0.9591 0.00 -0.02 0.00 0.0996
H -0.5292 -6.5843 1.3828 0.00 -0.03 0.01 0.1130
H 1.9295 -6.8867 1.4675 0.01 -0.02 0.01 0.1224
H 3.3832 -4.8517 1.3403 0.01 -0.01 -0.01 0.1211
H 2.3162 -2.6443 1.0283 -0.03 -0.01 -0.01 0.1139
O -1.7720 0.0965 0.5566 -0.21 0.01 0.06 -0.6310
S -1.8340 1.2660 1.5952 0.03 -0.09 0.08 1.0293
C -2.3031 2.6554 0.5249 -0.07 -0.03 0.02 -0.2701
C -3.8139 2.8811 0.6486 0.00 0.00 0.03 -0.2067
C -4.4251 1.5611 1.1146 0.01 0.00 -0.03 -0.2298
C -3.5082 1.1175 2.2438 0.01 -0.01 -0.06 -0.3092
H -1.9879 2.3293 -0.4636 0.02 0.00 -0.03 0.0932
H -1.6844 3.4999 0.8096 0.03 0.05 0.02 0.0897
H -4.2354 3.2327 -0.2923 0.01 -0.02 -0.01 0.1176
H -4.0080 3.6481 1.4009 -0.01 0.01 -0.03 0.1182
H -4.3933 0.8276 0.3046 -0.04 -0.01 -0.01 0.1063
H -5.4600 1.6646 1.4381 0.00 0.02 0.02 0.1199
H -3.6378 0.1088 2.6299 0.01 -0.02 0.00 0.0811
H -3.5459 1.8124 3.0861 -0.02 0.01 0.05 0.1118
C -2.2858 -2.5154 -3.3256 0.03 0.02 0.00 -0.0248
C -1.7684 -2.6432 -2.0520 0.12 -0.18 -0.04 -0.1049
N -1.1094 -1.6559 -1.4375 -0.02 0.22 0.08 0.0057
C -0.9404 -0.5094 -2.1033 -0.08 0.14 0.00 -0.0777
C -1.4063 -0.2924 -3.3912 -0.04 -0.08 0.04 -0.1924
C -2.1108 -1.3190 -4.0035 -0.01 0.00 0.06 0.0105
C -1.1790 1.0168 -4.0496 -0.12 -0.03 0.12 -0.0265
C -0.1812 1.3151 -4.8706 0.05 0.16 -0.11 -0.0167
C 0.8921 0.4146 -5.3128 0.03 0.04 -0.04 -0.2599
C 1.6588 0.7445 -6.4233 0.04 -0.04 0.03 0.0048
C 2.6378 -0.1551 -6.8040 0.00 0.00 0.00 -0.1095
N 2.8584 -1.2868 -6.1406 0.02 -0.01 -0.01 0.0907
C 2.0809 -1.4971 -5.0870 0.03 -0.05 -0.01 -0.1965
N 1.1099 -0.7156 -4.6352 0.07 -0.05 -0.04 0.1365
H -2.8151 -3.3420 -3.7765 -0.01 -0.02 -0.01 0.1138
H -1.8723 -3.5753 -1.5091 -0.03 0.04 0.03 0.1113
H -0.4162 0.2829 -1.5809 0.02 0.00 0.00 0.1223
H -2.5082 -1.1866 -5.0010 0.01 0.00 -0.03 0.1302
H -1.9073 1.7922 -3.8366 -0.02 0.01 0.03 0.1190
H -0.1480 2.3128 -5.2919 -0.02 0.01 -0.02 0.1158
H 1.4977 1.6640 -6.9663 -0.02 0.03 -0.02 0.1153
H 3.2668 0.0334 -7.6656 0.02 0.01 -0.01 0.1148
H 2.2616 -2.4093 -4.5294 0.01 -0.04 0.01 0.1117
```
Positions in Å, forces in eV/Å.



[6]
This record from the Open Molecules 2025 dataset describes a molecular structure, C25H28Br2N3O4Pt. The level of theory is ωB97M-V/def2-TZVPD.

ΔE to the lowest compared entry with this formula, charge and spin: 9.1 kcal per mole
HOMO (alpha / beta): -15.881 / -16.808 eV
<S²>: 6.1054
HOMO-LUMO gap (alpha / beta): 7.5 / 5.2 eV
charge: +3
multiplicity: 5

```
63
Properties=species:S:1:pos:R:3:forces:R:3:lowdin_charge:R:1
Pt 0.2130 0.5328 1.0525 -0.21 -0.20 -0.11 1.1784
O -0.9149 -4.9867 2.3686 -0.01 0.01 0.00 0.2099
C 0.2212 -4.4778 2.7599 -0.05 -0.03 -0.03 -0.1787
C 1.1194 -5.2084 3.5919 0.08 -0.04 0.06 0.0686
C 2.3059 -4.6416 3.9381 -0.04 -0.09 0.02 0.0176
C 2.6153 -3.3413 3.4772 0.05 0.03 0.00 0.0739
C 1.7151 -2.6103 2.6747 -0.05 0.04 -0.02 0.0389
C 0.5201 -3.1483 2.2979 0.01 0.03 0.00 -0.0369
C -0.5035 -2.3643 1.4715 -0.07 0.06 -0.09 -0.3811
O -0.5915 -1.0692 1.8847 0.19 0.03 0.06 -0.3077
N -0.1251 -2.5045 0.0392 0.02 -0.05 0.07 0.0426
N -0.5792 -1.6198 -0.8134 -0.03 0.02 -0.03 0.0119
C -0.5632 -1.9381 -2.0858 -0.03 0.05 0.02 -0.1666
C -1.0879 -1.0918 -3.0887 0.04 -0.07 -0.04 -0.5827
Br -1.8468 0.5249 -2.5530 -0.03 0.03 -0.09 0.9462
C -1.0644 -1.5725 -4.4034 -0.03 0.02 0.02 -0.0137
C -1.5087 -1.0984 -5.6501 0.04 0.00 0.00 -0.1750
C -2.0583 0.1865 -5.9357 -0.01 -0.04 0.03 -0.0011
C -2.4670 0.4900 -7.2061 0.01 0.01 0.03 -0.0179
C -2.3546 -0.4601 -8.2314 -0.01 0.00 -0.02 0.0295
C -1.8073 -1.7218 -7.9901 0.01 -0.01 0.01 -0.0160
C -1.3795 -2.0313 -6.7266 0.00 0.00 -0.03 0.0214
H -1.0879 -5.8782 2.7200 0.00 0.00 0.00 0.1762
H 0.8414 -6.2021 3.9240 0.02 -0.01 0.01 0.1491
H 3.0149 -5.1736 4.5577 -0.02 -0.01 0.01 0.1429
H 3.5641 -2.8975 3.7509 0.00 0.00 0.00 0.1407
H 1.9785 -1.6056 2.3690 -0.03 0.01 -0.02 0.1044
H -1.4865 -2.8314 1.5977 -0.02 0.01 -0.02 0.1614
H 0.0271 -3.4556 -0.2938 0.05 0.01 0.00 0.1638
H -0.1707 -2.9038 -2.4051 0.00 0.00 -0.01 0.1375
H -0.6180 -2.5615 -4.4586 0.00 -0.01 -0.01 0.1219
H -2.1469 0.9271 -5.1608 -0.01 0.03 0.06 0.0577
H -2.8784 1.4649 -7.4268 -0.01 0.00 0.01 0.1285
H -2.6929 -0.2073 -9.2283 0.00 0.00 0.00 0.1348
H -1.7197 -2.4391 -8.7937 0.01 0.00 0.00 0.1303
H -0.9428 -3.0016 -6.5263 -0.02 -0.01 0.00 0.1293
C 1.4624 2.1113 -1.2917 -0.03 0.01 0.02 -0.0761
O 0.3246 2.0552 -0.4070 0.19 0.11 0.03 -0.4687
C -0.4870 3.2641 -0.3992 -0.04 -0.09 -0.04 -0.1513
C 0.1052 4.3842 0.4126 0.00 -0.01 -0.07 -0.2061
O 0.1085 4.0132 1.7659 0.02 -0.06 0.02 -0.2188
C 0.4580 5.1055 2.6108 0.01 0.00 0.02 -0.0605
H 1.1107 2.3479 -2.2955 0.01 0.01 0.00 0.1023
H 1.9269 1.1281 -1.2856 0.01 0.01 -0.01 0.0874
H 2.1760 2.8608 -0.9535 0.00 0.00 0.00 0.0907
H -1.4500 2.9566 0.0054 0.00 0.04 0.03 0.1358
H -0.6046 3.5679 -1.4410 -0.03 0.02 0.01 0.1354
H -0.5198 5.2710 0.2466 -0.01 -0.01 -0.01 0.1491
H 1.1163 4.6378 0.0658 0.00 0.00 0.02 0.1379
H -0.2279 5.9431 2.4646 0.01 0.00 0.00 0.1039
H 1.4819 5.4398 2.4172 -0.01 0.00 0.00 0.1034
H 0.3752 4.7577 3.6369 0.01 0.00 0.02 0.0832
Br 2.8033 1.6223 2.0144 -0.05 0.02 0.04 0.8874
C 1.5250 1.7789 3.4115 -0.01 -0.01 -0.04 -0.7119
C 1.8353 2.3142 4.6403 0.00 0.01 -0.02 -0.0629
C 0.8058 2.3715 5.5731 -0.01 0.01 -0.01 -0.0076
C -0.4564 1.9035 5.2375 -0.02 -0.02 0.00 -0.0064
C -0.6642 1.3752 3.9765 0.03 0.02 0.00 -0.0801
N 0.3272 1.3164 3.0814 0.06 0.10 0.10 -0.1264
H 2.8300 2.6751 4.8583 0.00 -0.01 0.00 0.1267
H 0.9929 2.7864 6.5548 0.00 0.00 0.00 0.1349
H -1.2737 1.9420 5.9431 0.00 0.01 0.00 0.1288
H -1.6221 0.9875 3.6588 0.00 -0.01 0.00 0.1295
```
Positions in Å, forces in eV/Å.